--- w ---
The following is a quantum chemistry calculation of 11 unconnected molecules or ions with the total composition C24H76N6O11, from OMol25.

XYZ file:
```
117
Properties=species:S:1:pos:R:3:mulliken_spin:R:1
O 0.46987 -0.14790 -4.48078 -0.02
H 0.28363 0.67146 -4.02228 0.12
H 1.27972 0.02457 -4.96102 0.04
O -0.19187 -2.76856 -4.11990 0.04
H -0.15684 -1.89458 -3.73107 0.06
H -0.48689 -2.61988 -5.01829 -0.02
O 0.07423 2.52038 -3.43630 -1.23
H 0.54920 2.20282 -2.66833 0.11
H 0.28358 3.45343 -3.47908 0.51
O -2.21320 -3.36031 0.40376 0.00
H -1.73926 -3.68315 1.17017 0.01
H -1.76693 -3.76259 -0.34140 0.00
O -4.40772 1.49774 2.03448 0.01
H -3.55003 1.43604 1.61400 0.00
H -4.25133 2.01625 2.82372 -0.02
C -1.80073 0.20089 -1.56198 0.19
C -0.94827 0.07867 -0.32126 -0.74
C -0.00040 1.24786 0.06874 0.15
O 1.08434 1.18580 -0.87900 -1.32
C 2.23263 2.03665 -0.73410 1.56
N -1.89894 -0.02905 0.74279 0.07
H -2.01677 1.22851 -1.85427 -0.10
H -2.72997 -0.36056 -1.46514 0.18
H -1.31293 -0.25199 -2.42515 0.00
H -0.40305 -0.86192 -0.39945 0.09
H 0.23552 1.30377 1.13143 0.54
H -0.56534 2.17705 -0.00591 0.02
H 2.07929 3.10232 -0.90415 -0.08
H 2.88893 1.56394 -1.46479 0.25
H 2.61892 1.88493 0.27380 0.10
H -1.71817 -0.91251 1.19767 0.00
H -2.81467 -0.24392 0.37485 -0.01
C -6.32559 -1.17792 -7.51720 0.00
C -5.83442 0.21892 -7.14985 0.00
C -4.40374 0.20416 -6.60449 0.01
O -4.00867 1.53546 -6.14828 -0.05
C -2.86693 1.62237 -5.25982 -0.07
N -6.11687 1.10353 -8.33477 0.00
H -6.62492 -1.88203 -6.74085 0.00
H -5.50693 -1.51369 -8.15372 0.00
H -7.30515 -1.04874 -7.97752 0.00
H -6.47528 0.59949 -6.35451 0.00
H -3.78166 -0.12429 -7.43709 0.00
H -4.38661 -0.57551 -5.84296 0.00
H -2.72007 2.68817 -5.08490 0.03
H -2.00783 1.19649 -5.77815 0.10
H -2.97641 1.18901 -4.26568 0.10
H -5.78762 2.02861 -8.09832 0.00
H -7.12166 1.20210 -8.30672 0.00
C 7.67222 -2.18123 1.52356 0.00
C 6.24382 -2.64335 1.27612 0.00
C 5.22532 -1.45996 1.44800 0.03
O 4.03609 -1.92511 2.05304 -0.01
C 3.05803 -0.97389 1.99549 0.01
N 6.28616 -3.03660 -0.09112 0.01
H 7.99494 -1.66205 2.42600 0.00
H 7.95799 -1.45688 0.76083 0.00
H 8.31582 -3.05978 1.47862 0.00
H 6.05060 -3.40666 2.02986 0.01
H 4.94860 -1.02135 0.48927 0.02
H 5.70029 -0.64604 1.99577 -0.01
H 2.20383 -1.26970 2.60454 0.02
H 2.64421 -0.62153 1.05066 -0.03
H 3.19566 -0.00967 2.48480 0.03
H 5.47204 -3.62654 -0.18735 -0.01
H 7.09395 -3.64186 -0.12603 0.00
C 5.98243 3.50955 5.87081 0.00
C 5.64129 2.82491 4.57431 0.02
C 6.54236 3.12065 3.32488 0.00
O 6.21821 2.51129 2.08371 -0.12
C 4.91689 2.94761 1.75083 0.11
N 5.63251 1.37633 4.82955 0.00
H 6.83443 3.03448 6.35711 0.00
H 5.07427 3.30217 6.43680 0.01
H 6.15716 4.53616 5.54883 -0.01
H 4.59607 3.06029 4.37374 -0.02
H 7.57058 2.78723 3.46524 0.02
H 6.50665 4.20630 3.23447 0.00
H 4.24950 2.50381 2.48957 0.08
H 4.62939 2.62678 0.74958 0.05
H 4.71689 4.01896 1.76818 -0.06
H 5.99406 0.90869 4.01058 0.00
H 6.39581 1.32671 5.48910 0.00
C -5.18818 -2.38960 -3.43220 -0.03
C -4.99037 -3.35634 -2.26637 0.03
C -4.91127 -2.60704 -0.87132 0.01
O -6.08224 -1.94082 -0.68987 -0.03
C -6.10341 -1.02917 0.33548 0.07
N -6.06470 -4.36370 -2.35360 -0.01
H -6.15968 -1.97378 -3.16502 0.00
H -5.11071 -2.88244 -4.40134 0.00
H -4.44029 -1.59918 -3.36907 0.01
H -3.97532 -3.74907 -2.32575 0.02
H -4.00780 -2.01343 -0.73177 0.02
H -4.89207 -3.44116 -0.16990 0.00
H -6.80090 -0.20710 0.17476 0.00
H -5.15910 -0.57053 0.62881 -0.03
H -6.50864 -1.67715 1.11265 0.01
H -6.64824 -3.90368 -1.66953 0.00
H -5.80314 -5.19692 -1.84624 0.00
C 2.04185 1.53602 4.81302 0.01
C 0.46951 1.43872 4.53197 0.09
C -0.00541 0.02543 4.11011 -0.23
O 0.20013 -1.06354 5.06283 0.00
C -0.66391 -1.11844 6.11250 0.06
N -0.22530 2.06293 5.60659 -0.09
H 2.55657 0.57537 4.79554 -0.01
H 2.26742 2.04425 5.75053 0.07
H 2.50609 2.26358 4.14725 0.01
H 0.04929 2.04052 3.72616 0.25
H 0.63999 -0.18469 3.25722 0.05
H -1.03483 0.00308 3.75245 0.03
H -1.59734 -1.43232 5.64530 -0.01
H -0.78616 -0.19649 6.68099 0.00
H -0.41211 -1.93702 6.78676 0.00
H 0.18332 1.65548 6.43551 -0.02
H 0.04270 3.02622 5.74931 -0.06
```

The calculation puts the HOMO energy (spin up / spin down) at 0.34 / -7.41 eV. As for the spin multiplicity: 2. As for the frontier orbital gap (spin up / spin down): 0.06585 / 0.34768 Ha. As for the expectation value of S²: 0.75. The net charge is -1.

--- x ---
The following is a quantum chemistry calculation of 11 unconnected molecules or ions with the total composition C24H76N6O11, from OMol25.

XYZ file:
```
117
Properties=species:S:1:pos:R:3:mulliken_spin:R:1
O 0.75961 -17.74961 -7.18004 -0.06
H 0.92623 -16.90000 -7.58824 0.09
H 1.17887 -18.38239 -7.76319 -0.09
O 0.71386 -17.69182 -11.86020 -0.12
H 1.47874 -17.11767 -11.82085 0.33
H -0.02260 -17.10022 -12.01470 -0.11
O -1.23710 -17.86662 -9.95136 0.05
H -0.52454 -18.43834 -10.23709 0.02
H -0.82506 -17.01093 -9.83201 -0.05
O 0.97367 -20.19362 -13.00152 0.05
H 1.87289 -20.16709 -12.67450 0.06
H 0.61648 -19.33068 -12.79180 0.04
O -1.93857 -18.54455 -7.47547 0.01
H -1.92439 -18.28720 -8.39732 0.01
H -1.06526 -18.32431 -7.15135 -0.01
C -1.37461 -14.61404 -7.66763 0.02
C -0.88577 -14.54773 -9.13486 -0.32
C -0.51359 -13.07983 -9.71567 0.56
O 0.03567 -13.15274 -11.04721 -0.87
C 0.78749 -11.99434 -11.39306 1.20
N 0.26862 -15.45413 -9.20717 -0.17
H -1.62861 -15.65907 -7.49016 0.07
H -2.23592 -13.94603 -7.67059 0.00
H -0.69254 -14.20881 -6.92019 -0.06
H -1.69664 -14.95993 -9.73543 -0.03
H 0.34641 -12.73149 -9.14370 0.18
H -1.31622 -12.34345 -9.75602 0.06
H 1.74424 -11.87856 -10.88381 -0.39
H 0.13959 -11.12575 -11.27530 0.09
H 0.90606 -12.13445 -12.46750 0.04
H 0.99626 -15.00589 -8.66890 -0.59
H 0.76352 -15.36975 -10.08356 0.67
C 2.98554 -20.57669 -7.79827 -0.08
C 2.95803 -19.58757 -8.92608 0.06
C 3.51314 -20.20993 -10.17571 0.20
O 3.58703 -19.35044 -11.30529 -0.51
C 4.47794 -19.72762 -12.36505 0.35
N 1.65000 -19.22608 -9.34714 -0.07
H 2.21092 -21.33695 -7.89859 0.00
H 2.76345 -20.11729 -6.83508 0.02
H 3.97262 -21.03784 -7.76486 -0.01
H 3.54010 -18.71700 -8.62375 0.14
H 3.05030 -21.16706 -10.41607 0.02
H 4.54711 -20.47934 -9.96025 0.11
H 4.65365 -18.82462 -12.94971 -0.13
H 3.97906 -20.33930 -13.11676 0.03
H 5.40155 -20.11312 -11.93327 0.00
H 1.17771 -19.97077 -9.83956 0.00
H 1.73723 -18.48883 -10.03194 0.08
C -6.01609 -21.60762 -10.60976 0.00
C -4.93686 -22.62382 -11.01706 0.00
C -3.53138 -21.99432 -11.10150 0.00
O -3.49018 -20.96059 -12.09873 0.00
C -2.24989 -20.35565 -12.26516 0.02
N -5.12935 -23.67686 -10.01400 0.00
H -7.01824 -21.98767 -10.80812 0.00
H -5.77260 -20.74842 -11.23473 0.00
H -6.04068 -21.33841 -9.55381 0.00
H -5.13861 -23.04035 -12.00392 0.00
H -2.86771 -22.82606 -11.33783 0.00
H -3.20794 -21.76521 -10.08612 0.00
H -1.57056 -21.07072 -12.72914 0.00
H -1.83295 -20.10837 -11.28889 0.00
H -2.32991 -19.51762 -12.95755 0.00
H -4.55072 -24.49573 -10.13549 0.00
H -6.03648 -24.10827 -10.11939 0.00
C -4.50577 -17.05290 -13.20909 0.00
C -3.89733 -17.00056 -11.78975 -0.01
C -4.38148 -15.66245 -11.15684 0.02
O -3.66238 -14.59742 -11.74991 0.00
C -4.15300 -13.28154 -11.49424 0.10
N -4.31850 -18.18454 -11.02350 0.00
H -5.37058 -17.71457 -13.25802 0.00
H -3.80733 -17.38730 -13.97621 0.00
H -4.84707 -16.09370 -13.59838 0.00
H -2.82491 -17.10312 -11.95557 0.00
H -4.19215 -15.57254 -10.08718 0.00
H -5.46878 -15.73124 -11.19076 0.00
H -3.95828 -13.05650 -10.44565 0.01
H -5.18887 -13.14082 -11.80292 -0.01
H -3.55923 -12.53082 -12.01571 -0.02
H -3.53099 -18.26931 -10.39681 0.00
H -4.21129 -19.01009 -11.59541 0.00
C -1.03619 -16.55732 -14.40089 0.09
C -0.53198 -15.35291 -13.60094 -0.07
C -0.88847 -14.01621 -14.29345 -0.03
O -0.38658 -13.90578 -15.63489 -0.08
C 1.00024 -13.63540 -15.78327 0.33
N -1.03077 -15.41919 -12.28879 -0.28
H -0.40332 -16.63306 -15.28511 -0.01
H -2.08069 -16.42997 -14.68534 -0.01
H -0.92896 -17.54889 -13.96112 -0.05
H 0.55334 -15.40052 -13.51200 0.10
H -0.70657 -13.09266 -13.74385 -0.05
H -1.97555 -14.05449 -14.36346 0.02
H 1.41617 -13.03179 -14.97658 -0.04
H 1.12033 -13.12161 -16.73706 -0.02
H 1.60148 -14.53500 -15.65169 -0.02
H -2.03100 -15.28267 -12.32049 0.08
H -0.74229 -14.58493 -11.79799 0.01
C -0.91646 -21.71373 -8.42968 0.00
C -1.49423 -21.92779 -7.03370 0.00
C -0.61800 -21.31330 -5.97378 0.02
O 0.64114 -21.92183 -5.89124 0.00
C 1.29215 -21.74960 -4.71761 0.01
N -2.76711 -21.26287 -7.02092 0.00
H -1.46157 -22.41545 -9.06098 0.00
H 0.12066 -22.04108 -8.50257 0.00
H -1.01093 -20.71595 -8.85817 0.01
H -1.57029 -22.99900 -6.84708 0.00
H -1.04167 -21.43181 -4.97650 0.00
H -0.54196 -20.23255 -6.09333 -0.01
H 0.80310 -22.23298 -3.87187 0.00
H 1.53313 -20.71829 -4.45988 0.00
H 2.24920 -22.26857 -4.77066 0.00
H -2.44628 -20.30524 -7.03153 0.00
H -3.08399 -21.24787 -6.06203 0.00
```

The calculation puts the HOMO energy (spin up / spin down) at 0.17 / -6.61 eV. As for the spin multiplicity: 2. As for the frontier orbital gap (spin up / spin down): 0.08549 / 0.33050 Ha. As for the expectation value of S²: 0.75. The net charge is -1.

Which of them is the most stable? Correct choice: x.

--- w ---
The following is a quantum chemistry calculation of a single C6H10N4O2 molecule, from OMol25.

XYZ file:
```
22
Properties=species:S:1:pos:R:3:nbo_charge:R:1
C 2.98590 0.11586 -1.10253 0.19
C 2.62616 0.88448 0.10399 0.53
C -1.49947 1.54835 0.35173 -0.62
C -0.94460 -0.18446 -1.44991 -0.62
C -1.77896 -0.80563 0.83377 -0.61
C -0.93839 0.17438 0.07677 0.11
N 3.16315 -0.68753 -1.93911 -0.29
N 0.46464 0.01895 0.50766 0.19
N 2.03198 -1.66675 0.73134 -0.30
N 1.33419 0.95264 0.32549 -0.30
O 0.81579 -1.24340 0.83105 -0.13
O 3.42973 1.68408 0.57341 -0.52
H -1.87100 1.89276 -0.57105 0.23
H -2.23686 1.43398 1.15017 0.22
H -0.83487 2.36343 0.67832 0.25
H -0.07781 -0.77491 -1.66666 0.23
H -0.65477 0.68555 -1.90010 0.22
H -1.80745 -0.72415 -1.91127 0.24
H -1.67266 -0.85110 1.85197 0.22
H -2.78958 -0.49029 0.70229 0.22
H -1.78105 -1.82317 0.50252 0.22
H 2.03592 -2.50307 1.32015 0.33
```

The calculation puts the HOMO energy (spin up / spin down) at -9.61 / -8.73 eV. As for the frontier orbital gap (spin up / spin down): 0.32389 / 0.30499 Ha. The net charge is 0.

--- x ---
The following is a quantum chemistry calculation of a single C6H10N4O2 molecule, from OMol25.

XYZ file:
```
22
Properties=species:S:1:pos:R:3:nbo_charge:R:1
C 0.63398 0.61163 0.83696 0.38
C 0.19717 1.42946 1.70895 -0.30
C -0.56898 -1.88300 -2.29278 0.16
C -0.99600 -0.22280 -0.56927 -0.17
C 0.13008 -0.87244 -1.35497 -0.19
C 0.93311 1.77529 2.94623 -0.62
N -0.53795 -3.09055 -2.02791 -0.64
N 1.56215 -0.16904 0.35537 -0.45
N 1.23830 -1.32844 -0.46217 -0.39
N -1.57064 0.92711 -0.94779 0.43
O -2.39724 1.46215 -0.14385 -0.47
O -1.20856 1.60174 -1.97345 -0.48
H -0.78555 1.91889 1.62994 0.28
H -1.26895 -1.38467 -3.09156 0.18
H -1.45886 -0.64657 0.30221 0.25
H 0.55869 -0.08757 -2.16746 0.25
H 1.90367 2.12788 2.72904 0.22
H 1.01966 0.85174 3.47546 0.22
H 0.33938 2.46845 3.51858 0.23
H -1.00574 -3.69255 -2.69034 0.35
H 2.44751 0.17585 0.04466 0.41
H 0.83477 -1.97254 0.17416 0.36
```

The calculation puts the HOMO energy (spin up / spin down) at -8.55 / -8.55 eV. As for the frontier orbital gap (spin up / spin down): 0.28676 / 0.28680 Ha. The net charge is 0.

Which of them is the most stable? Correct choice: w.